50
Properties=species:S:1:pos:R:3:forces:R:3:mulliken_charge:R:1 method="wB97M-V/def2-TZVPD" multiplicity=3 s_squared=2.022 homo_ev="-4.979 / -8.156" orbital_gap_ev="5.15 / 8.31" relative_energy_ev=0.075 energy_ha=-2487.15760
H 1.907 -0.998 -1.380 -0.3 0.1 -0.1 0.610
N 0.423 0.461 -0.942 0.3 0.5 -2.5 0.618
B -1.321 2.326 -1.073 1.1 -0.1 0.1 -0.015
N -0.353 1.295 -1.726 0.6 -0.9 0.6 0.006
C -0.152 0.995 -3.014 0.4 -0.3 -0.2 -0.202
Ti 0.429 0.438 1.045 0.5 -4.7 0.8 0.669
H -0.680 1.548 -3.779 0.1 -0.1 0.0 0.454
C 0.797 -0.023 -3.094 -0.1 0.2 -0.2 -1.299
H 1.173 -0.488 -3.987 0.0 0.1 -0.1 0.402
C 1.164 -0.321 -1.781 -1.4 1.4 0.5 -0.368
H -1.651 3.163 -1.867 -0.1 -0.1 0.1 -0.099
C 2.361 0.136 1.390 1.4 -0.4 0.9 -1.240
H 3.107 -0.114 0.629 0.0 0.0 0.3 0.320
H 2.222 -0.703 2.118 0.5 0.4 -0.3 0.278
H 2.621 1.058 1.940 0.5 -0.5 -0.1 0.249
N -0.541 2.961 0.118 -0.5 -0.7 0.5 -0.060
N -2.544 1.497 -0.566 -0.4 -0.7 0.6 0.007
N -0.021 2.188 1.178 -1.1 5.8 -0.1 -0.202
N -2.339 0.654 0.505 -1.1 0.2 -0.7 0.188
C 0.026 4.168 0.143 0.6 0.6 0.5 -0.105
C -3.635 1.052 -1.207 0.4 -0.1 0.4 -0.032
H -0.221 4.889 -0.625 0.0 0.0 0.2 0.448
H -3.953 1.481 -2.156 0.2 0.0 0.4 0.452
C 0.919 4.243 1.214 -0.1 0.5 -0.7 -1.192
C -4.176 -0.031 -0.505 0.4 0.0 0.2 -1.090
C 0.863 3.020 1.863 -1.1 -0.6 -1.2 -0.386
C -3.331 -0.265 0.573 0.0 0.8 -0.6 -0.207
H 1.548 5.083 1.461 -0.1 0.0 0.0 0.392
H -5.060 -0.583 -0.755 0.0 -0.1 -0.1 0.424
H 1.433 2.630 2.687 -0.2 0.1 0.2 0.664
H -3.343 -1.007 1.358 0.0 0.0 0.0 0.668
H -1.854 1.047 1.309 0.4 0.0 0.3 0.388
C 3.232 -7.112 0.471 0.1 -0.2 0.0 -1.402
C 2.301 -5.938 0.546 -0.3 0.3 -0.1 1.000
C 1.503 -5.748 1.677 -0.1 0.2 0.0 -0.686
C 0.603 -4.686 1.758 0.2 0.0 -0.1 -0.565
C 0.494 -3.783 0.696 0.0 -0.4 0.0 -0.181
C 1.266 -3.980 -0.455 0.0 0.2 0.2 -0.215
C 2.176 -5.036 -0.516 -0.1 0.0 0.2 -0.857
S -0.796 -2.537 0.749 0.9 1.1 0.5 1.584
O -0.999 -2.132 -0.622 -0.3 -0.2 0.1 -0.687
O -1.901 -3.109 1.478 0.0 0.1 -0.1 -0.678
O -0.246 -1.324 1.556 -1.1 -2.6 -0.6 -0.620
H 3.941 -7.109 1.306 -0.1 0.0 -0.1 0.330
H 2.682 -8.058 0.526 0.0 0.1 0.0 0.320
H 3.796 -7.109 -0.463 0.0 0.0 0.1 0.350
H 1.582 -6.459 2.500 -0.1 0.2 -0.1 0.357
H -0.029 -4.569 2.634 0.1 0.0 -0.1 0.422
H 1.143 -3.319 -1.311 0.0 -0.1 0.2 0.516
H 2.783 -5.181 -1.411 -0.2 0.1 0.2 0.273



12
Properties=species:S:1:pos:R:3:forces:R:3:mulliken_charge:R:1 method="wB97M-V/def2-TZVPD" smiles=CNC(C#N)C#N multiplicity=1 homo_ev=-9.105 orbital_gap_ev=9.68 relative_energy_ev=3.508 energy_ha=-319.58329
C 0.654 -1.334 -0.502 0.0 -0.2 -0.4 -0.820
N -0.263 -0.427 0.088 -1.0 -0.8 -1.3 -0.261
C -0.105 0.996 0.046 0.4 -0.7 0.9 0.079
C -1.385 1.574 -0.481 -0.7 0.5 0.4 0.100
N -2.394 1.844 -0.987 1.5 -0.3 0.8 -0.378
C 0.395 0.854 1.473 0.3 2.1 0.7 0.307
N 0.891 0.529 2.476 -0.6 0.7 -1.0 -0.457
H 1.655 -0.887 -0.547 -0.2 -0.1 0.0 0.283
H 0.275 -1.539 -1.500 0.6 -0.6 -0.4 0.318
H 0.728 -2.246 0.099 0.0 0.1 -0.2 0.292
H -1.135 -0.714 0.483 0.0 -0.4 0.0 0.245
H 0.685 1.349 -0.648 -0.2 -0.4 0.6 0.293



69
Properties=species:S:1:pos:R:3:forces:R:3:mulliken_charge:R:1 method="wB97M-V/def2-TZVPD" multiplicity=1 total_charge=+2 homo_ev=-13.779 orbital_gap_ev=8.59 relative_energy_ev=0.000 energy_ha=-1676.12480
Y 0.701 0.356 0.835 -1.7 0.2 -1.0 1.067
P -0.742 -2.020 -1.541 -1.2 -0.7 0.5 1.362
P 0.361 3.065 0.486 0.3 -0.7 0.6 0.429
N 1.919 0.904 -0.844 -1.1 -0.3 0.4 -0.347
C 0.941 -1.294 -2.003 0.3 0.4 -0.1 -1.357
H 1.713 -1.937 -1.540 -0.6 0.0 0.1 0.634
H 0.975 -1.568 -3.070 0.0 0.0 0.4 0.345
C 1.520 0.169 -2.045 0.5 0.6 -1.1 -0.761
H 2.455 0.064 -2.648 -0.6 -0.3 0.1 0.549
H 0.857 0.776 -2.699 0.1 -0.2 0.4 0.408
C 2.500 2.228 -1.167 0.2 -0.2 -0.3 -0.894
H 2.250 2.560 -2.197 -0.2 -0.3 0.5 0.470
H 3.601 2.158 -1.169 -0.3 0.1 0.0 0.397
C 2.075 3.328 -0.160 -0.1 0.1 0.1 -0.896
H 2.088 4.328 -0.621 0.3 -0.3 0.1 0.384
H 2.765 3.344 0.700 -0.2 0.1 -0.2 0.418
C 0.433 3.591 2.261 0.2 0.6 -0.3 0.543
C 0.993 2.407 3.080 0.0 0.3 0.0 -1.676
H 1.995 2.077 2.755 -0.2 0.1 0.0 0.286
H 0.297 1.537 3.096 0.1 0.4 0.0 0.334
H 1.100 2.710 4.128 0.0 -0.2 -0.1 0.588
C -0.765 4.100 -0.472 -0.3 0.0 -0.2 0.632
C -2.215 3.632 -0.252 -0.2 0.1 -0.2 -1.302
H -2.859 4.056 -1.033 0.1 0.0 0.2 0.451
H -2.601 3.955 0.723 0.1 0.0 -0.3 0.301
H -2.307 2.538 -0.306 0.1 0.2 0.0 0.133
C -1.607 -2.626 -3.025 0.4 0.2 -0.6 0.435
C -2.844 -3.484 -2.714 -0.2 -0.1 0.1 -1.306
H -3.278 -3.808 -3.672 0.1 0.1 0.3 0.460
H -3.622 -2.918 -2.182 0.2 -0.2 -0.1 0.359
H -2.612 -4.395 -2.142 0.0 0.3 -0.2 0.199
C -0.254 -3.411 -0.399 0.2 0.4 0.3 0.667
C -1.280 -3.755 0.683 -0.2 -0.1 0.2 -1.564
H -0.881 -4.565 1.314 -0.1 0.2 -0.3 0.501
H -2.231 -4.115 0.264 0.3 0.2 0.1 0.313
H -1.478 -2.901 1.343 -0.1 -0.2 -0.2 0.312
C -2.082 -1.091 -0.639 0.3 0.5 -0.1 -0.986
C -0.550 5.598 -0.236 -0.1 0.4 -0.4 -1.449
H 0.483 5.857 0.030 -0.2 -0.1 0.0 0.359
H -0.779 6.129 -1.170 0.0 0.0 0.3 0.399
H -1.218 5.991 0.540 0.2 -0.1 -0.2 0.344
C -0.682 -3.285 -4.053 -0.1 -0.2 -0.2 -1.449
H -1.282 -3.528 -4.938 0.2 0.0 0.1 0.474
H 0.108 -2.603 -4.386 -0.1 -0.3 0.0 0.403
H -0.234 -4.213 -3.676 -0.1 0.3 -0.2 0.271
C 0.201 -4.655 -1.155 0.3 -0.4 0.0 -1.789
H 0.649 -5.359 -0.440 -0.1 0.2 -0.1 0.506
H -0.642 -5.178 -1.625 0.3 0.2 0.1 0.291
H 0.969 -4.437 -1.907 -0.2 -0.1 0.1 0.429
C -0.899 4.079 2.846 -0.1 -0.1 0.3 -1.499
H -1.696 3.328 2.757 0.2 0.1 0.0 0.334
H -0.769 4.278 3.918 0.0 0.0 -0.2 0.454
H -1.258 5.010 2.393 0.2 -0.3 0.0 0.248
H 1.151 4.427 2.258 -0.1 -0.2 0.4 0.493
H 0.630 -2.991 0.117 -0.2 -0.1 -0.1 0.222
H -0.489 3.869 -1.516 0.0 0.0 0.3 0.499
H -1.970 -1.679 -3.465 0.1 -0.2 0.1 0.360
O -1.312 -0.311 0.267 0.2 -0.6 0.0 -0.773
H -2.864 -0.584 -1.246 1.4 1.0 -0.6 0.436
H -2.911 -1.772 -0.298 1.6 -0.4 1.0 0.499
C 2.290 -2.286 4.306 -0.2 0.0 0.0 -1.437
C 1.342 -2.016 3.150 0.1 -0.2 0.1 0.132
O 1.880 -0.987 2.246 0.7 -0.3 0.4 -0.455
H 2.547 -1.374 4.855 -0.1 -0.1 -0.1 0.375
H 3.213 -2.777 3.980 -0.1 0.1 -0.1 0.417
H 1.810 -2.965 5.017 0.0 0.1 -0.1 0.395
H 0.373 -1.626 3.468 0.1 -0.1 0.1 0.311
H 1.177 -2.903 2.532 0.0 0.0 0.2 0.112
H 2.849 -1.031 2.303 -0.2 0.0 -0.1 0.200



20
Properties=species:S:1:pos:R:3:forces:R:3:mulliken_charge:R:1 method="wB97M-V/def2-TZVPD" smiles=CC1(C)C[C@H](N)[NH2+]1 multiplicity=1 total_charge=+1 homo_ev=-14.326 orbital_gap_ev=11.45 relative_energy_ev=2.566 energy_ha=-307.52730
C -1.157 -1.250 0.152 -0.3 -1.5 1.7 -1.475
C -0.621 0.132 -0.150 -1.1 -1.1 2.8 1.159
C -1.799 1.061 -0.022 -0.1 2.9 1.8 -1.366
C 0.378 0.225 -1.210 1.5 2.5 -1.9 -1.097
C 1.536 0.393 -0.166 1.0 1.5 -0.9 0.226
N 2.448 -0.642 -0.156 1.1 -0.9 0.9 -0.509
N 0.468 0.405 1.050 -1.9 0.6 -2.4 -0.275
H -1.906 -1.076 0.964 0.0 -0.6 -1.1 0.406
H -0.503 -2.009 0.718 -0.2 1.1 -1.6 0.377
H -1.582 -1.693 -0.766 0.0 0.0 0.7 0.354
H -2.285 0.809 0.947 -0.1 -0.1 -0.9 0.428
H -2.582 1.045 -0.837 1.2 0.1 0.8 0.328
H -1.456 2.150 0.297 -0.6 -1.7 -1.6 0.349
H 0.180 1.048 -2.017 0.7 -1.0 1.9 0.312
H 0.493 -0.636 -1.827 0.1 -1.0 -0.1 0.342
H 2.076 1.398 -0.076 -1.0 -1.3 -0.3 0.357
H 3.229 -0.607 0.525 -0.8 0.1 -0.9 0.233
H 2.339 -1.570 -0.598 -0.4 1.2 0.4 0.211
H 0.539 -0.429 1.588 0.1 -0.5 0.9 0.315
H 0.203 1.249 1.582 0.7 -0.5 -0.2 0.326